{
  "formula": "C31H80Cl2O30P6",
  "method": "ωB97M-V/def2-TZVPD",
  "symbols": ["C", "O", "P", "O", "O", "C", "O", "C", "H", "H", "H", "H", "H", "H", "H", "H", "H", "C", "O", "P", "O", "O", "C", "O", "C", "H", "H", "H", "H", "H", "H", "H", "H", "H", "C", "O", "P", "O", "O", "C", "O", "C", "H", "H", "H", "H", "H", "H", "H", "H", "H", "C", "O", "P", "O", "O", "C", "O", "C", "H", "H", "H", "H", "H", "H", "H", "H", "H", "C", "O", "P", "O", "O", "C", "O", "C", "H", "H", "H", "H", "H", "H", "H", "H", "H", "C", "O", "P", "O", "O", "C", "O", "C", "H", "H", "H", "H", "H", "H", "H", "H", "H", "C", "C", "O", "C", "C", "O", "H", "H", "H", "H", "H", "H", "H", "H", "C", "C", "O", "C", "C", "O", "H", "H", "H", "H", "H", "H", "H", "H", "C", "C", "O", "C", "C", "O", "H", "H", "H", "H", "H", "H", "H", "H", "Cl", "C", "Cl", "H", "H"],
  "coordinates": [[-9.836380, -4.576101, -3.910610], [-9.864890, -3.204611, -3.407000], [-8.747470, -2.241861, -4.015100], [-7.411100, -2.899061, -4.278300], [-9.507640, -1.704851, -5.365230], [-8.744430, -0.802381, -6.165590], [-8.714830, -1.035121, -2.921560], [-9.913300, -0.442211, -2.556970], [-10.810960, -5.057371, -3.828910], [-9.229940, -5.272311, -3.331270], [-9.524890, -4.693121, -4.948580], [-7.660230, -0.762421, -6.060630], [-9.042110, 0.239069, -6.043680], [-8.978760, -1.105811, -7.185950], [-9.983660, -0.380731, -1.470980], [-10.835640, -0.949331, -2.840190], [-9.890270, 0.570559, -2.959310], [5.054610, -11.802931, -0.885140], [3.888700, -11.803041, 0.010630], [4.033080, -11.002261, 1.391770], [4.927190, -11.632101, 2.418430], [4.504240, -9.511251, 0.821070], [3.695200, -8.817181, -0.174470], [2.477500, -10.726171, 1.803110], [1.751450, -11.685631, 2.433450], [5.583260, -12.753621, -0.815690], [5.778350, -10.996581, -0.766370], [4.729530, -11.649441, -1.914150], [2.646660, -9.039371, 0.023760], [3.799970, -9.225301, -1.179740], [3.791940, -7.740231, -0.036950], [2.310290, -12.518341, 2.860510], [0.921100, -12.009021, 1.805720], [1.279890, -11.107051, 3.227790], [-0.731340, -2.133131, -6.930930], [-1.461790, -1.482291, -7.944630], [-1.581650, 0.168479, -7.974640], [-2.134980, 0.780979, -9.210190], [-2.497560, 0.490109, -6.654670], [-2.764740, 1.837029, -6.262380], [-0.108360, 0.713589, -7.539460], [0.898740, 0.773559, -8.522400], [-0.672860, -1.603251, -5.980190], [0.284450, -2.337661, -7.269210], [-1.125810, -3.118591, -6.683240], [-2.637110, 2.156019, -5.227940], [-3.795470, 2.153889, -6.421430], [-2.076630, 2.509999, -6.773950], [1.835500, 1.053799, -8.040700], [0.746510, 1.548659, -9.273500], [1.006170, -0.158961, -9.076440], [-8.124410, -1.018251, 4.234670], [-8.400090, 0.384249, 4.286060], [-7.577620, 1.338559, 5.292820], [-7.597760, 0.794709, 6.678500], [-6.099570, 1.405339, 4.579890], [-5.085090, 0.446419, 4.759540], [-8.226330, 2.811029, 5.051040], [-8.485940, 3.364129, 3.700200], [-8.936410, -1.652831, 4.589740], [-7.219660, -1.268361, 4.788730], [-7.910320, -1.351361, 3.219150], [-4.994480, -0.103561, 3.822850], [-5.316970, -0.312051, 5.507250], [-4.138310, 0.912789, 5.031970], [-8.039270, 2.709679, 2.951680], [-7.920760, 4.286589, 3.566980], [-9.507710, 3.558309, 3.374050], [9.834060, 0.643559, 10.123480], [9.169130, 1.734869, 9.443480], [8.847090, 1.598089, 7.866610], [10.049010, 1.777409, 7.035390], [7.572520, 2.616439, 7.600470], [7.225510, 3.118619, 6.320250], [8.209630, 0.107699, 7.845050], [8.140110, -0.551961, 6.613760], [10.784740, 1.018029, 10.503050], [10.037030, -0.185721, 9.445830], [9.261540, 0.213519, 10.945290], [6.162600, 2.889069, 6.245190], [7.801200, 2.681629, 5.504340], [7.261640, 4.195399, 6.154930], [7.075460, -0.538081, 6.380460], [8.556060, -1.552841, 6.729250], [8.631680, -0.091241, 5.756900], [1.842860, 0.397219, 0.990940], [1.836880, -0.798421, 0.230220], [0.762910, -1.082491, -0.966830], [0.774250, -2.488901, -1.489530], [1.122190, 0.073859, -2.023210], [2.360830, -0.001191, -2.688520], [-0.667350, -0.620341, -0.355690], [-1.848250, -0.407821, -1.151780], [2.216830, 0.168619, 1.988930], [0.820870, 0.692639, 1.228360], [2.424610, 1.177059, 0.499480], [2.978740, -0.874291, -2.478810], [2.860320, 0.933109, -2.432200], [2.186780, 0.071099, -3.762100], [-2.321350, 0.557419, -0.971270], [-2.655000, -1.081331, -0.862560], [-1.757030, -0.568861, -2.225950], [-2.321820, 5.080419, -0.222860], [-3.340970, 6.285599, -0.296740], [-4.547880, 5.810939, -0.778950], [-5.365560, 6.540169, -1.442180], [-6.618480, 5.803189, -1.849260], [-5.184580, 7.708839, -1.661650], [-2.208010, 4.619339, -1.203950], [-2.748380, 4.243749, 0.330440], [-1.407720, 5.343509, 0.309410], [-3.526960, 6.615469, 0.725360], [-2.959480, 7.169809, -0.807370], [-7.086670, 6.142209, -2.773370], [-7.381920, 5.828179, -1.071680], [-6.270290, 4.785189, -2.023980], [0.745300, 8.936219, 3.887090], [1.091000, 8.592049, 5.284570], [1.132970, 7.156029, 5.399190], [0.070710, 6.368819, 5.789910], [-1.247360, 7.091819, 5.995300], [0.084240, 5.141039, 5.792150], [1.260150, 8.375589, 3.106880], [1.045080, 9.981799, 3.816420], [-0.341620, 8.953789, 3.807150], [2.129120, 8.851869, 5.491710], [0.403610, 9.052929, 5.993930], [-2.063210, 6.382219, 5.857690], [-1.385160, 7.879499, 5.254580], [-1.301700, 7.567729, 6.974420], [7.370930, -4.216311, -3.681600], [8.429010, -3.722901, -2.621840], [8.457010, -2.391261, -2.303750], [7.876590, -1.947181, -1.169300], [7.754840, -0.480441, -1.125170], [7.489560, -2.609831, -0.227420], [6.384490, -4.473421, -3.295670], [7.777790, -5.089311, -4.191930], [7.249020, -3.472161, -4.468660], [8.403860, -4.343111, -1.725840], [9.457660, -3.862061, -2.954420], [7.310960, -0.066311, -2.030470], [8.585330, 0.102359, -0.726790], [6.984100, -0.378581, -0.361170], [6.785820, 3.986029, -6.811350], [6.047900, 5.582159, -6.338410], [4.692020, 6.070839, -7.380700], [5.808870, 5.537919, -5.275860], [6.842970, 6.323289, -6.420190]],
  "forces_ev_per_angstrom": [[-0.393, -0.932, 0.061], [0.357, -0.898, -0.648], [1.775, -0.917, -0.416], [-2.620, 1.750, 0.623], [1.212, -0.051, 2.056], [-0.146, 0.587, -1.377], [1.038, -2.274, -1.743], [-1.356, 1.364, 0.822], [-0.414, 0.813, 0.006], [0.582, 0.728, 0.323], [0.081, 0.603, 0.023], [0.016, -0.837, 0.463], [-0.527, -0.080, 0.258], [0.211, 0.229, -0.060], [0.326, 0.054, 0.082], [0.251, -0.199, -0.505], [-0.383, 0.066, 0.038], [-0.128, -0.244, -0.323], [0.923, 0.259, -0.396], [0.690, 1.278, 0.001], [-1.684, 1.373, -1.776], [-0.584, -1.253, 0.751], [-1.204, -0.978, 0.939], [3.848, 1.126, -2.173], [-2.256, -0.620, 1.784], [-0.201, 0.035, 0.155], [-0.238, 0.101, 0.872], [-0.557, -0.351, 0.121], [-0.155, 0.125, 0.275], [0.856, 0.372, -0.048], [0.578, -0.252, -0.316], [0.107, 0.044, -0.184], [0.224, -0.401, -0.232], [-0.220, -0.607, 0.550], [1.021, -0.693, 0.893], [-0.773, 2.597, -0.403], [-0.794, -0.006, 0.363], [0.957, -1.209, 1.274], [1.015, -0.588, -0.178], [0.247, 1.437, -0.477], [-1.632, -0.492, 0.218], [0.923, 0.387, -0.898], [-0.141, 0.356, -0.163], [0.131, 0.276, -0.108], [-0.607, 0.146, -0.406], [0.538, -1.372, 0.536], [-0.046, -0.477, -0.769], [-0.263, 0.095, -0.386], [-0.078, -0.365, 0.230], [-0.552, 0.103, 0.080], [0.061, -0.190, 0.227], [0.752, -0.510, -0.081], [-0.233, 0.466, -0.096], [0.227, -0.774, 0.161], [0.265, 1.253, -1.595], [-1.832, 1.166, 0.784], [0.234, -1.047, -0.046], [0.063, -1.075, -0.865], [1.590, -0.511, -0.408], [-0.190, 0.526, 0.277], [-0.171, 0.037, 0.297], [-0.174, 0.491, -0.267], [0.306, 0.117, -0.133], [-0.164, 0.271, 0.316], [-0.164, 0.172, -0.120], [-0.156, -0.290, 0.083], [-0.073, 0.110, 0.624], [-0.271, -0.399, 1.064], [0.480, -0.177, -0.394], [-1.061, -0.122, -0.738], [-0.176, 0.173, 0.935], [-0.984, 0.022, -0.217], [2.236, -0.916, 1.234], [-0.825, -0.258, -0.785], [1.050, 1.859, 0.629], [-0.947, -0.649, -1.027], [-0.121, 0.072, -0.023], [0.055, 0.147, -0.116], [-0.394, 0.532, -0.075], [0.038, -0.248, -0.461], [-0.035, -0.272, 0.130], [0.584, 0.176, 0.880], [-0.026, -0.704, -0.318], [-0.293, -0.028, -0.027], [0.414, 0.393, 0.371], [-0.675, 0.066, 0.758], [-1.229, -1.107, -1.172], [-0.214, -1.285, 0.270], [0.349, 2.518, 0.884], [-1.274, -0.895, 0.809], [0.652, 1.036, -0.868], [0.931, 0.276, -0.716], [-0.991, -0.377, -0.119], [0.620, -0.126, -0.267], [-0.085, 0.417, -0.522], [-0.129, 0.005, 0.076], [-0.233, 0.000, 0.247], [0.503, -0.220, 0.122], [-0.120, -0.320, -0.036], [0.792, 0.389, 0.069], [0.425, -0.521, 0.371], [0.665, 0.145, 0.061], [-1.460, 0.391, -0.145], [2.191, -0.379, 1.627], [0.424, -2.859, 0.424], [-2.188, 2.237, -1.145], [0.413, -0.851, -0.338], [0.232, 0.661, -0.251], [0.645, 0.493, -0.193], [-0.347, 0.249, 0.406], [0.099, 0.155, -0.518], [0.045, 0.101, 0.174], [-0.122, -0.305, -0.484], [0.367, 0.438, 0.147], [0.228, -0.068, 0.146], [-0.523, -0.278, 0.160], [-0.489, 1.554, -0.142], [0.664, -1.328, 0.205], [-0.560, -1.942, 1.062], [-0.784, -0.883, -1.176], [-0.011, 0.251, -0.042], [1.102, 2.528, 0.128], [-0.181, -0.157, 0.280], [-0.017, 0.216, -0.500], [0.054, -0.332, -0.634], [-0.178, 0.271, 0.274], [0.185, -0.047, 0.116], [0.207, -0.010, 0.300], [0.066, -0.006, 0.034], [-0.060, -0.120, 0.081], [0.974, 0.742, 0.326], [0.529, -2.853, -0.550], [-1.240, 2.143, 0.573], [0.280, -0.576, 0.970], [-1.403, 1.058, 0.628], [0.481, -0.389, -1.332], [0.172, 0.146, 0.305], [0.026, -0.133, 0.214], [-0.024, 0.181, 0.080], [-0.484, 0.079, 0.177], [-0.160, -0.486, -0.749], [0.568, 0.064, -0.178], [0.336, -0.338, -0.517], [-0.060, 0.367, 0.056], [-0.554, 0.842, 0.234], [0.889, -0.170, -0.062], [0.411, -0.297, 0.549], [-0.580, -0.250, -0.354], [-0.169, -0.129, -0.365]],
  "spin_multiplicity": 1,
  "total_charge": 0,
  "energy_ev": -175656.403,
  "homo_ev": -10.4,
  "homo_lumo_gap_ev": 10.25
}